Below is the molecule ClH2O2PS at a distorted geometry, with properties calculated with ωB97M-V/def2-TZVPD.

The total charge is 0. The value obtained for the frontier orbital gap is 9.5 eV. Its SMILES is OP(O)(=S)Cl. As for the energy: -36776.3194 eV. For the relative energy (zero: lowest compared OMol25 entry of this formula, charge and spin), the calculation gives 19.8 kJ/mol.

CARTESIAN COORDINATES (ANGSTROEM)
O -0.31 -0.74 1.27
H -0.94 -0.23 1.78
P 0.25 0.09 0.04
Cl 2.15 -0.49 0.03
O -0.38 -0.69 -1.20
S -0.27 2.15 0.01
H -0.50 -0.09 -1.94


Below is a 2-piece molecular cluster, C3H8NO overall at a distorted geometry, with properties calculated with ωB97M-V/def2-TZVPD.

The total charge is +1. The value obtained for the frontier orbital gap is 7.9 eV. As for the energy: -6769.2233 eV. For the relative energy (zero: lowest compared OMol25 entry of this formula, charge and spin), the calculation gives 187.8 kJ/mol.

CARTESIAN COORDINATES (ANGSTROEM)
H 0.74 2.13 -1.15
H -0.98 1.39 -2.42
H 0.85 0.27 0.66
C -0.49 0.74 -1.67
H 1.59 -0.35 2.14
C -0.27 -0.71 2.11
H 0.40 -1.16 -1.17
H -0.98 -1.15 -2.36
C -0.39 -0.57 -1.62
H -1.29 -0.48 1.83
N 0.75 -0.11 1.62
H -0.01 -1.55 2.73
O 0.10 1.56 -0.71


Below is the molecule C6H12O, with properties calculated with ωB97M-V/def2-TZVPD.

The total charge is 0. The value obtained for the frontier orbital gap is 9.4 eV. As for the energy: -8461.6618 eV. For the relative energy (zero: lowest compared OMol25 entry of this formula, charge and spin), the calculation gives 259.7 kJ/mol.

CARTESIAN COORDINATES (ANGSTROEM)
H 2.16 0.99 -0.16
C -0.58 0.49 -0.80
H 1.16 1.93 0.97
C 1.47 0.92 0.70
H -0.97 1.49 -0.58
H -1.58 0.16 1.53
H 0.58 -0.50 -2.34
H -0.52 0.74 -2.96
H 0.98 1.22 -2.15
H -1.45 -0.18 -0.87
H -1.54 -3.07 0.50
H -0.11 0.01 2.54
H 2.04 0.50 1.54
H 0.74 -0.95 0.05
O -1.59 -2.12 0.66
C 0.16 0.49 -2.14
C -0.59 -0.31 1.61
C 0.29 0.01 0.37
C -0.63 -1.81 1.53